14
Properties=species:S:1:pos:R:3 method="wB97M-V/def2-TZVPD" e_homo_ha=-0.3794 molar_mass_da=101.10 gap_ev=11.12 de_lowest_ev=1.616 smiles="C[C@H]1CNC(=O)O1" total_charge=0 multiplicity=1
C 0.8056 -1.1994 -0.1737
C -0.6728 -0.5792 -0.2903
C -0.8949 0.3459 0.9064
N 0.1377 1.3290 0.5619
C 0.4708 1.0559 -0.7907
O 1.4651 1.3538 -1.3721
O -0.6199 0.3285 -1.3746
H 1.5964 -0.6954 0.4196
H 1.2475 -1.3466 -1.1707
H 0.6139 -2.1386 0.3129
H -1.4184 -1.3659 -0.4307
H -0.6837 -0.1842 1.8404
H -1.8935 0.7983 0.9668
H -0.1538 2.2978 0.5948